1.
Formula: C36H55IrN2O11P4S
Source: the OMol25 dataset
Level of theory: ωB97M-V/def2-TZVPD

Frontier orbital gap (spin up / spin down) (eV): 7.810 / 5.971
2S+1: 6
Highest occupied orbital energy (spin up / spin down) (eV): -10.004 / -11.122
E (Eh): -4209.7853
Total charge: +1

Geometry as XYZ:
```
110
C36H55IrN2O11P4S | the OMol25 dataset | ωB97M-V/def2-TZVPD
Ir 0.7989 -0.0267 0.8699
C -0.3155 -1.5834 -4.0313
C 0.1894 -2.6963 -3.1117
C -0.7855 -3.8664 -3.0879
P 0.6391 -2.0542 -1.3927
C 2.5408 -2.3943 -1.5882
C 2.9929 -3.8172 -1.9007
C 3.3100 -1.9024 -0.3824
C -0.0138 -3.1537 -0.0977
C 0.2877 -4.5045 -0.1070
C -0.1913 -5.3559 0.8778
C -1.0035 -4.8520 1.8847
C -1.3363 -3.5193 1.9067
C -0.8289 -2.6258 0.9382
N -1.0223 -1.2957 1.0831
C -2.1669 -0.7724 1.5791
C -3.4174 -1.3884 1.3441
C -4.5746 -0.8622 1.8720
C -4.5300 0.2852 2.6565
C -3.3233 0.9362 2.8526
C -2.1467 0.4430 2.3125
P -0.5372 1.2623 2.5425
C -0.8440 3.1169 2.4232
C -1.9680 3.3867 1.4227
C -1.1126 3.8473 3.7357
C -0.1622 0.9197 4.3359
C 1.2388 1.4241 4.6602
C -0.3397 -0.5566 4.6638
H -0.1459 -1.8598 -5.0696
H 0.2009 -0.6435 -3.8448
H -1.3779 -1.4269 -3.8951
H 1.1381 -3.0235 -3.5405
H -1.5807 -3.6951 -2.3697
H -0.2859 -4.7970 -2.8343
H -1.2302 -3.9856 -4.0726
H 2.7634 -1.7509 -2.4501
H 3.0667 -4.3965 -0.9847
H 3.9916 -3.7535 -2.3334
H 2.3625 -4.3514 -2.6073
H 3.0675 -2.5171 0.4788
H 3.0483 -0.8691 -0.1557
H 4.3809 -1.9943 -0.5719
H 0.8970 -4.9082 -0.8976
H 0.0659 -6.4040 0.8654
H -1.3636 -5.5009 2.6665
H -1.9153 -3.1122 2.7214
H -3.4502 -2.2760 0.7291
H -5.5188 -1.3560 1.7010
H -5.4285 0.6767 3.1057
H -3.2986 1.8331 3.4501
H 0.0945 3.5003 2.0048
H -2.9245 3.4829 1.9270
H -2.0417 2.5766 0.7059
H -1.7899 4.3060 0.8712
H -2.0041 3.4714 4.2322
H -1.2826 4.8970 3.5017
H -0.2767 3.7913 4.4266
H -0.9035 1.4905 4.9100
H 1.9910 0.8044 4.1774
H 1.4094 1.3887 5.7346
H 1.3904 2.4477 4.3202
H 0.2793 -1.1832 4.0255
H -1.3818 -0.8515 4.5488
H -0.0422 -0.7374 5.6946
C 5.5314 -1.6580 3.2089
C 4.1894 -0.9471 3.2956
O 4.0110 -0.3294 4.5392
P 4.1166 0.4733 2.1268
O 5.2712 0.2588 1.0353
O 4.6951 1.6292 3.0155
O 2.8625 0.9048 1.4345
P 2.7605 -2.1485 3.1571
O 3.3828 -3.4571 2.4181
O 2.3726 -2.4908 4.5403
O 1.7002 -1.6089 2.2229
H 6.3474 -0.9444 3.3030
H 5.6340 -2.1991 2.2711
H 5.5923 -2.3663 4.0336
H 3.5533 -0.9695 5.1167
H 4.9619 -0.1187 0.2109
H 4.7640 2.4700 2.5601
H 3.6256 -4.0833 3.0989
C -0.3761 3.3589 -7.8473
C -0.9186 3.6330 -6.4809
C -0.0835 3.6511 -5.3683
C -0.5915 3.9142 -4.1080
C -1.9441 4.1560 -3.9676
C -2.7961 4.1421 -5.0535
C -2.2784 3.8850 -6.3100
S -2.5963 4.4507 -2.3304
O -4.0169 4.5988 -2.3993
O -1.7995 5.4258 -1.6508
N -2.3033 3.0214 -1.5326
C -3.1437 1.8764 -1.7350
C -2.3995 0.7320 -2.4224
C -1.2858 0.1599 -1.5382
O -1.2321 -1.0952 -1.4975
O -0.5073 0.9206 -0.9323
H 0.7026 3.2292 -7.8256
H -0.6155 4.1830 -8.5170
H -0.8296 2.4587 -8.2596
H 0.9736 3.4689 -5.4903
H 0.0469 3.9531 -3.2389
H -3.8437 4.3460 -4.8981
H -2.9295 3.8871 -7.1704
H -1.3368 2.8076 -1.3341
H -3.9920 2.2103 -2.3380
H -3.5319 1.5237 -0.7690
H -1.9409 1.1010 -3.3442
H -3.0859 -0.0813 -2.6615
```

=====

2.
Formula: C5H6S
Source: the OMol25 dataset
Level of theory: ωB97M-V/def2-TZVPD

Frontier orbital gap (eV): 8.347
Highest occupied orbital energy (eV): -8.550
SMILES string: S=C1CC=CC1
E (Eh): -592.2181
Relative energy (zero: lowest compared OMol25 entry of this formula, charge and spin) (kJ/mol): 141.2

Geometry as XYZ:
```
12
C5H6S | the OMol25 dataset | ωB97M-V/def2-TZVPD
S 2.7895 0.0023 -0.0262
C 1.1162 0.0388 -0.0809
C 0.1867 1.1439 -0.0427
C -1.1604 0.5421 -0.0066
C -1.0966 -0.7756 -0.0166
C 0.2932 -1.1393 -0.0182
H 0.2287 1.9802 -0.7895
H 0.2508 1.6778 0.9757
H -2.0364 1.1674 0.0550
H -1.9399 -1.1604 -0.3642
H 0.7726 -1.8276 -0.6304
H 0.5956 -1.6497 0.9446
```

=====

3.
Formula: C17H58O12
Source: the OMol25 dataset
Level of theory: ωB97M-V/def2-TZVPD

Frontier orbital gap (eV): 10.062
Highest occupied orbital energy (eV): -9.759
SMILES string: CCO.CCO.CCO.CCO.CCO.CCO.CCO.CO.CO.CO.O.O
E (Eh): -1585.2678
Relative energy (zero: lowest compared OMol25 entry of this formula, charge and spin) (kJ/mol): 130.6

Geometry as XYZ:
```
87
C17H58O12 | the OMol25 dataset | ωB97M-V/def2-TZVPD
C -1.8598 1.6976 -6.1297
C -1.8663 2.2565 -4.7132
O -1.9004 1.2162 -3.7597
H -2.0010 2.4328 -6.9179
H -2.6617 0.9640 -6.2443
H -0.9192 1.1503 -6.2205
H -2.6459 2.9952 -4.5217
H -0.9572 2.8636 -4.5830
H -1.1147 0.6485 -3.8483
C -1.7718 0.4921 4.1009
C -3.1877 -0.0452 4.1814
O -3.1064 -1.4129 4.5981
H -1.2658 0.1473 3.1954
H -1.1083 0.0964 4.8717
H -1.8239 1.5783 4.1694
H -3.7156 0.0265 3.2272
H -3.7442 0.5563 4.9097
H -3.8992 -1.8651 4.2955
C -2.1462 -2.6029 -2.4421
C -2.1006 -3.3085 -3.7741
O -3.3540 -3.1147 -4.4396
H -2.8860 -3.0677 -1.7896
H -2.3989 -1.5465 -2.5345
H -1.1544 -2.6681 -1.9905
H -1.9054 -4.3760 -3.6234
H -1.2919 -2.9246 -4.4045
H -3.3632 -3.6941 -5.2067
C -2.4848 4.7937 2.7354
C -3.0316 3.7216 1.8266
O -2.0058 2.8172 1.4249
H -3.0118 5.7426 2.6203
H -1.4265 4.9951 2.5797
H -2.6433 4.5498 3.7909
H -3.4003 4.2202 0.9155
H -3.8915 3.1662 2.2157
H -2.2428 2.3495 0.6148
C 5.4227 1.0712 -1.7883
C 4.6931 -0.1111 -1.1879
O 4.1086 0.2704 0.0558
H 6.0902 1.4786 -1.0332
H 4.7426 1.8771 -2.0731
H 5.9196 0.7264 -2.6949
H 5.4639 -0.8681 -0.9658
H 3.9870 -0.6542 -1.8237
H 3.5799 -0.4693 0.3852
C -1.5907 -3.0618 1.8703
C -0.9105 -4.3540 1.4921
O 0.3388 -4.4713 2.2029
H -2.5566 -2.8984 1.3885
H -0.9826 -2.2047 1.5566
H -1.6978 -2.9496 2.9494
H -0.6899 -4.3680 0.4216
H -1.5602 -5.1981 1.7349
H 0.9945 -4.6500 1.5256
C 3.9024 -3.9147 2.6301
C 3.4050 -2.4846 2.5440
O 2.8975 -2.1159 1.2784
H 4.2222 -4.0939 3.6618
H 4.8590 -4.1013 2.1215
H 3.2493 -4.7066 2.2672
H 4.2008 -1.7852 2.7982
H 2.6730 -2.3853 3.3560
H 2.1746 -2.7000 1.0326
C 0.5101 0.1856 0.2913
O -0.1543 -0.1527 -0.9314
H -0.1989 0.6239 1.0006
H 0.9264 -0.6983 0.7691
H 1.2613 0.9536 0.1029
H -0.9948 0.3241 -0.9353
C 1.2730 2.5210 3.0508
O 0.8090 3.1473 1.8807
H 0.7938 1.5407 3.1866
H 2.3448 2.3742 2.9453
H 1.0858 3.0464 3.9950
H -0.1463 3.2932 1.9200
C 1.7221 1.0817 -3.3514
O 0.8145 -0.0072 -3.4994
H 1.2280 2.0066 -3.0370
H 2.5450 0.8418 -2.6756
H 2.1601 1.2661 -4.3339
H 0.4767 -0.2109 -2.6101
O -2.3975 1.5243 -1.0870
H -3.3414 1.4732 -0.8996
H -2.3421 1.3118 -2.0553
O 3.2418 2.9160 0.4653
H 3.4643 1.9675 0.4900
H 2.2710 2.9416 0.4826
```

=====

4.
Formula: C5H7NO
Source: the OMol25 dataset
Level of theory: ωB97M-V/def2-TZVPD

Frontier orbital gap (eV): 8.372
Highest occupied orbital energy (eV): -7.757
E (Eh): -324.4723
Relative energy (zero: lowest compared OMol25 entry of this formula, charge and spin) (kJ/mol): 662.0

Geometry as XYZ:
```
14
C5H7NO | the OMol25 dataset | ωB97M-V/def2-TZVPD
C 1.2971 -0.7158 0.9818
C 0.1892 0.1098 0.1716
C 0.2151 1.4563 0.1482
O -0.2698 2.3126 -0.8650
C -1.1978 1.8995 -1.6834
C -0.1505 -1.0643 -0.5000
N -1.1138 -1.8630 -0.0878
H 1.3925 -0.1808 1.9145
H 2.2183 -0.7032 0.3909
H 1.1078 -1.7764 1.2267
H 0.7169 2.0545 0.9025
H -1.2600 2.7591 -2.4044
H -1.1833 -2.7497 -0.5613
H -1.9616 -1.5385 0.3657
```

=====

5.
Formula: C29H33F9O28S
Source: the OMol25 dataset
Level of theory: ωB97M-V/def2-TZVPD

Frontier orbital gap (eV): 8.317
Highest occupied orbital energy (eV): -8.439
E (Eh): -4528.5172

Geometry as XYZ:
```
100
C29H33F9O28S | the OMol25 dataset | ωB97M-V/def2-TZVPD
C -0.5545 3.1836 -3.8723
C -0.4724 4.6559 -3.8370
O 0.2356 5.0253 -2.6376
C 0.4762 3.9214 -1.9524
O 1.2029 3.8661 -0.9243
O -0.1999 2.9249 -2.5210
F -1.6467 5.2131 -3.7201
H 0.0490 2.7510 -4.6703
H -1.5563 2.8825 -4.1788
H 0.0391 5.1327 -4.6732
C 0.2899 -1.5307 -4.2669
C -0.7084 -2.7362 -4.1135
O -1.8960 -2.1201 -4.5514
C -1.7995 -0.7675 -4.2475
O -2.7195 0.0340 -4.1280
O -0.4536 -0.4382 -3.9586
F -0.8355 -3.1681 -2.8509
H 0.6196 -1.2587 -5.2696
H 1.1038 -1.7665 -3.5814
H -0.4628 -3.4374 -4.9111
C -4.5698 3.4059 -3.5145
C -4.4644 4.5649 -2.5375
O -3.5348 4.1758 -1.5477
C -3.2507 2.8921 -1.6463
O -2.6561 2.2897 -0.7662
O -3.9553 2.4194 -2.6880
F -5.5678 4.6606 -1.9607
H -4.1455 3.5488 -4.5083
H -5.5857 3.1299 -3.7970
H -4.1588 5.4431 -3.1061
C -3.6707 -3.7811 4.2022
C -2.7681 -2.5719 4.3270
O -2.3299 -2.4877 2.9727
C -2.3254 -3.7692 2.4859
O -1.7889 -4.0419 1.4117
O -2.9908 -4.5679 3.2849
F -1.7157 -2.8522 5.1234
H -4.6435 -3.5802 3.7534
H -3.7679 -4.3576 5.1222
H -3.2265 -1.6328 4.6369
C 2.1861 4.0029 3.0166
C 1.7139 3.0280 4.1051
O 0.4067 2.6267 3.7366
C 0.0295 3.5127 2.8134
O -1.1270 3.4098 2.2560
O 0.9325 4.4097 2.5781
F 1.7179 3.6335 5.3386
H 2.6778 3.4968 2.1858
H 2.8111 4.8171 3.3835
H 2.4239 2.2015 4.1325
C -5.9875 -1.2971 -1.2463
C -5.3583 -0.0211 -0.7401
O -4.6562 -0.5568 0.3823
C -5.3508 -1.6360 0.8515
O -5.3950 -2.1767 2.0257
O -6.2717 -2.0105 -0.1053
F -6.2788 0.8106 -0.3055
H -5.3998 -1.7613 -2.0382
H -6.8707 -0.8700 -1.7213
H -4.7701 0.5204 -1.4809
C 1.4839 -3.2876 2.3374
C 1.5198 -2.0075 3.1825
O 1.8757 -2.5589 4.4549
C 1.1700 -3.6850 4.5728
O 0.9055 -4.2810 5.5649
O 0.8815 -4.0742 3.3213
F 0.4198 -1.2478 3.0520
H 2.4934 -3.6884 2.2464
H 0.9325 -3.1730 1.4042
H 2.3410 -1.4165 2.7769
C 4.0221 -2.7489 -1.6906
C 5.5330 -2.5823 -1.8566
O 5.8926 -3.9038 -1.4431
C 5.0443 -4.4603 -0.6084
O 5.1939 -5.4796 -0.0024
O 3.9855 -3.6687 -0.6120
F 6.0402 -1.7074 -1.0263
H 3.6873 -3.2789 -2.5823
H 3.5246 -1.7944 -1.5187
H 5.9572 -2.4413 -2.8507
C 6.8860 0.5653 1.7230
C 6.7627 1.8915 0.9899
O 5.4926 2.2981 1.4904
C 4.7267 1.2279 1.7335
O 3.4844 1.2606 1.9369
O 5.5486 0.1069 1.8181
F 6.6726 1.6835 -0.3259
H 7.3015 0.6561 2.7266
H 7.4734 -0.1148 1.1062
H 7.5890 2.5765 1.1799
C -1.2190 -1.1097 -0.0738
S 0.4078 -0.5137 -0.6582
O 1.4353 -1.5087 -0.1664
C 0.5494 0.9928 0.3890
H -1.1619 -1.3777 0.9812
H -1.4736 -2.0650 -0.5327
H -1.9712 -0.3435 -0.2617
H 1.4171 1.5992 0.1292
H 0.4883 0.7147 1.4412
H -0.3418 1.5506 0.1014
```

=====

6.
Formula: CH4N2OS
Source: the OMol25 dataset
Level of theory: ωB97M-V/def2-TZVPD

Frontier orbital gap (eV): 10.030
Highest occupied orbital energy (eV): -9.305
SMILES string: N=C=S.NO
E (Eh): -623.3531
Relative energy (zero: lowest compared OMol25 entry of this formula, charge and spin) (kJ/mol): 278.7

Geometry as XYZ:
```
9
CH4N2OS | the OMol25 dataset | ωB97M-V/def2-TZVPD
N -2.1380 -0.2803 -1.7865
C -1.3224 0.5765 -1.7374
S -0.6662 1.9944 -1.7180
H -2.0133 -1.3100 -1.8852
N 1.0911 0.4403 0.7406
O -0.0930 -0.2887 0.4403
H 1.7592 -0.2741 0.7390
H 1.2120 1.0704 -0.0127
H -0.3407 -0.6796 1.3282
```